C4H6N2S2 as an isolated structure in a non-equilibrium geometry. Source: the OMol25 dataset; level of theory: wB97M-V/def2-TZVPD.

```
14
Properties=species:S:1:pos:R:3:mulliken_charge:R:1
C 0.39 -0.02 0.22 0.611
C -2.55 2.29 -1.33 -0.265
C -0.05 -0.93 -0.89 -0.246
C -0.48 -2.19 -0.81 -0.489
H 2.13 -1.79 3.05 0.169
H -3.08 3.14 -0.42 0.246
H -2.99 2.26 -2.49 0.234
H 0.35 -0.49 -1.87 0.269
H -1.05 -2.97 -0.02 0.252
H -0.51 -2.65 -1.98 0.174
N 0.98 -0.22 1.37 -0.464
N -1.38 1.49 -1.38 -0.261
S 1.67 -1.73 1.49 -0.174
S -0.16 1.65 -0.20 -0.057
```

Computed properties:
HOMO level, Eh: -0.298
LUMO, eV: -0.01
Spin multiplicity: 1
Energy above the lowest of the compared OMol25 structures with the same formula, charge and spin, eV: 7.1967
HOMO-LUMO gap, eV: 8.088

***

One molecule with the formula C2H5NSi in a non-equilibrium geometry. Source: the OMol25 dataset; level of theory: wB97M-V/def2-TZVPD.

```
9
Properties=species:S:1:pos:R:3:mulliken_charge:R:1
N 2.77 -0.06 -0.65 -0.340
C 1.75 0.15 -0.20 0.083
C 0.14 0.69 0.46 -0.529
Si -1.08 -0.47 -0.21 0.460
H 0.28 1.72 0.17 0.387
H 0.47 0.62 1.54 0.303
H -0.95 -1.66 0.59 -0.110
H -0.85 -0.84 -1.52 -0.120
H -2.53 -0.15 -0.18 -0.133
```

Computed properties:
SMILES: N#CC[SiH3]
HOMO level, Eh: -0.440
LUMO, eV: 0.45
Spin multiplicity: 1
Energy above the lowest of the compared OMol25 structures with the same formula, charge and spin, eV: 1.4079
HOMO-LUMO gap, eV: 12.436

***

A 12-piece molecular cluster, C48H85N4O21 overall in a non-equilibrium geometry. Source: the OMol25 dataset; level of theory: wB97M-V/def2-TZVPD.

```
158
Properties=species:S:1:pos:R:3:mulliken_charge:R:1
C -0.42 0.44 -2.73 -1.369
C -0.93 0.06 -1.36 0.010
C -0.20 0.90 -0.31 0.363
N -0.50 0.54 1.15 0.730
C 0.26 1.47 2.08 -1.256
C 1.76 1.36 1.93 0.584
C 2.32 -0.06 2.10 -0.182
C 1.47 -1.05 1.29 -0.886
C -0.02 -0.89 1.51 -0.473
C -1.96 0.69 1.42 -0.600
H -0.22 1.50 -2.91 0.470
H -1.12 0.09 -3.49 0.068
H 0.55 0.01 -3.00 0.325
H -0.82 -1.01 -1.15 -0.282
H -2.02 0.12 -1.39 0.398
H -0.62 1.89 -0.52 -0.002
H 0.87 0.92 -0.46 -0.197
H -0.12 2.45 1.82 0.562
H -0.12 1.22 3.08 0.432
H 2.11 1.81 1.00 -0.543
H 2.26 2.01 2.66 0.669
H 3.36 -0.08 1.79 -0.206
H 2.19 -0.37 3.15 0.380
H 1.72 -0.80 0.25 -0.104
H 1.76 -2.08 1.46 0.853
H -0.70 -1.47 0.89 0.485
H -0.32 -1.00 2.55 0.435
H -2.44 0.48 0.47 0.328
H -2.15 1.72 1.72 0.278
H -2.32 0.17 2.31 -0.268
O -1.82 0.02 5.00 -0.500
C -2.52 -0.72 5.66 0.675
O -3.24 -0.35 6.71 -0.356
C -3.18 1.03 7.06 -0.104
C -4.31 1.31 8.08 -1.251
C -2.28 -2.19 5.48 -0.635
H -3.25 1.69 6.21 0.215
H -2.31 1.25 7.68 0.418
H -4.41 2.35 8.37 0.381
H -4.24 0.66 8.95 0.327
H -5.27 1.05 7.63 0.266
H -2.60 -2.67 6.41 0.388
H -1.31 -2.30 5.02 0.336
H -3.00 -2.46 4.70 -0.181
O -0.14 -2.76 -4.24 -0.418
C -0.67 -3.62 -3.57 0.642
O -1.74 -4.30 -3.91 -0.368
C -2.47 -4.00 -5.10 0.289
C -1.75 -4.48 -6.35 -0.915
C -0.10 -3.99 -2.21 -0.663
H -2.78 -2.95 -5.12 -0.173
H -3.47 -4.43 -5.04 0.351
H -2.36 -4.87 -7.16 0.409
H -1.01 -5.25 -6.12 0.313
H -1.13 -3.68 -6.75 -0.008
H -0.89 -4.09 -1.46 0.065
H 0.44 -3.08 -1.94 0.087
H 0.56 -4.85 -2.29 0.398
O 5.21 3.33 3.28 -0.582
C 5.34 2.30 3.91 0.844
O 5.75 1.16 3.37 -0.322
C 6.04 1.07 1.98 0.076
C 6.49 -0.34 1.68 -1.323
C 5.08 2.24 5.36 -1.170
H 6.88 1.75 1.82 0.562
H 5.28 1.44 1.29 -0.150
H 5.87 -1.01 2.28 0.259
H 7.56 -0.54 1.80 0.451
H 6.26 -0.60 0.65 0.367
H 4.89 1.25 5.77 0.327
H 4.12 2.74 5.53 0.337
H 5.82 2.72 5.98 0.311
C -6.21 0.93 1.93 -1.215
C -5.60 -0.04 2.94 0.513
C -5.64 0.52 4.39 0.325
C -6.87 0.28 5.12 0.022
N -7.80 -0.02 5.72 -0.498
H -6.65 1.80 2.44 0.447
H -7.04 0.56 1.33 0.350
H -5.53 1.43 1.23 0.122
H -4.57 -0.24 2.66 -0.309
H -6.19 -0.95 2.99 0.413
H -5.40 1.58 4.33 0.409
H -4.88 0.11 5.05 -0.522
C 8.54 -5.06 1.97 -1.293
C 7.44 -4.33 1.20 -0.092
C 6.06 -4.99 1.37 -0.562
C 4.93 -4.06 1.35 0.276
N 4.07 -3.31 1.40 -0.399
H 8.24 -5.20 3.01 0.351
H 9.48 -4.51 1.87 0.369
H 8.67 -6.05 1.53 0.323
H 7.72 -4.13 0.17 0.371
H 7.37 -3.38 1.74 0.061
H 6.00 -5.41 2.38 0.235
H 6.03 -5.85 0.71 0.354
C -2.62 0.76 -5.80 -0.241
C -3.81 1.28 -6.61 -0.731
C -5.20 0.86 -6.11 -0.411
C -5.26 -0.62 -5.99 0.297
N -5.33 -1.76 -5.95 -0.431
H -1.71 0.70 -6.39 -0.012
H -2.88 -0.23 -5.43 0.007
H -2.44 1.37 -4.91 0.221
H -3.73 0.94 -7.64 0.323
H -3.81 2.37 -6.71 0.413
H -5.86 1.19 -6.91 0.314
H -5.48 1.30 -5.16 0.240
C 5.07 3.47 -2.35 -0.394
C 5.09 2.43 -3.50 -0.327
O 4.48 1.31 -2.91 -0.348
C 4.01 1.63 -1.69 0.524
O 3.22 0.96 -1.09 -0.484
O 4.49 2.80 -1.24 -0.209
H 4.53 4.37 -2.62 0.212
H 6.10 3.77 -2.18 0.319
H 6.11 2.25 -3.82 0.335
H 4.56 2.92 -4.32 0.251
C 1.64 -1.76 -6.91 0.084
C 0.84 -0.60 -7.58 -0.153
O 1.41 0.55 -6.97 -0.374
C 1.97 0.21 -5.82 0.695
O 2.23 0.95 -4.92 -0.509
O 2.17 -1.12 -5.79 -0.295
H 2.39 -2.17 -7.59 0.293
H 0.93 -2.55 -6.67 -0.087
H -0.24 -0.69 -7.43 0.012
H 0.98 -0.50 -8.65 0.394
C 2.43 4.84 1.49 -0.117
C 2.80 6.07 0.70 -0.608
O 2.41 5.77 -0.63 -0.379
C 1.66 4.65 -0.63 0.419
O 1.11 4.17 -1.57 -0.499
O 1.53 4.12 0.62 0.118
H 1.92 5.06 2.42 0.386
H 3.36 4.30 1.68 0.086
H 3.83 6.39 0.82 0.330
H 2.16 6.89 1.03 0.294
C -4.60 -5.06 1.74 -0.452
C -3.78 -4.47 2.88 -0.314
O -3.07 -3.42 2.23 0.023
C -3.08 -3.62 0.90 0.301
O -2.58 -2.86 0.13 -0.320
O -3.79 -4.73 0.60 -0.387
H -5.62 -4.70 1.60 0.299
H -4.59 -6.14 1.86 0.296
H -3.11 -5.25 3.22 0.233
H -4.34 -3.96 3.66 0.331
C -2.46 4.79 -0.79 -0.360
C -3.82 5.40 -1.07 -0.490
O -4.53 4.19 -1.49 -0.377
C -3.88 3.12 -0.99 0.530
O -4.29 1.99 -1.05 -0.508
O -2.80 3.50 -0.31 -0.036
H -1.83 5.38 -0.12 0.314
H -1.89 4.71 -1.72 0.315
H -3.73 6.18 -1.82 0.338
H -4.40 5.74 -0.21 0.280
```

Computed properties:
HOMO level, Eh: -0.424
LUMO, eV: -1.47
Net charge: +1
Spin multiplicity: 1
HOMO-LUMO gap, eV: 10.068

***

C2H2O2Zn as an isolated structure in a non-equilibrium geometry. Source: the OMol25 dataset; level of theory: wB97M-V/def2-TZVPD.

```
7
Properties=species:S:1:pos:R:3:mulliken_charge:R:1
C -0.82 0.45 -0.02 0.099
C -0.88 1.28 -0.89 -0.171
O 2.86 -0.94 -0.14 -0.553
Zn 1.42 -1.29 0.71 0.286
H -1.05 2.16 -1.49 0.391
O -0.40 -0.58 0.71 -0.441
H -1.13 -1.07 1.12 0.389
```

Computed properties:
HOMO level, Eh: -0.296
LUMO, eV: -1.26
Spin multiplicity: 1
Energy above the lowest of the compared OMol25 structures with the same formula, charge and spin, eV: 3.4819
HOMO-LUMO gap, eV: 6.784

***

A 2-piece molecular cluster, CH5NOS overall in a non-equilibrium geometry. Source: the OMol25 dataset; level of theory: wB97M-V/def2-TZVPD.

```
9
Properties=species:S:1:pos:R:3:mulliken_charge:R:1
C 1.13 1.05 0.22 -0.504
N -1.80 -1.25 -0.55 -0.445
O 0.79 0.15 -0.78 -0.442
S -1.11 -1.95 0.66 0.098
H 2.08 0.93 0.60 0.285
H 0.45 0.96 1.08 0.201
H 1.16 1.98 -0.21 0.241
H -2.83 -1.37 -0.47 0.291
H 0.11 -0.50 -0.54 0.275
```

Computed properties:
HOMO level (spin up / spin down), Eh: -0.329 / -0.366
LUMO (spin up / spin down), eV: 0.65 / -2.13
Spin multiplicity: 3
Energy above the lowest of the compared OMol25 structures with the same formula, charge and spin, eV: 0.0000
HOMO-LUMO gap (spin up / spin down), eV: 9.609 / 7.821